Version 1
This record from the OMol25 dataset describes a cluster of 5 separate species, C10H20Br10 in total. The level of theory is ωB97M-V/def2-TZVPD.

Geometry as XYZ:
```
40
Properties=species:S:1:pos:R:3
Br 1.611 -5.364 5.587
C 1.769 -6.778 6.997
C 1.261 -8.139 6.503
Br 1.396 -9.242 8.128
H 1.208 -6.417 7.859
H 2.823 -6.772 7.276
H 1.910 -8.507 5.709
H 0.227 -8.054 6.169
Br 1.274 9.941 -5.731
C 2.456 8.678 -4.784
C 3.465 9.473 -3.997
Br 4.864 8.219 -3.386
H 2.890 7.988 -5.508
H 1.841 8.147 -4.058
H 3.009 9.971 -3.142
H 3.900 10.201 -4.682
Br -7.140 6.576 -0.177
C -8.183 5.446 -1.411
C -7.817 4.102 -0.909
Br -8.693 2.682 -1.937
H -7.901 5.724 -2.427
H -9.229 5.750 -1.420
H -8.358 4.003 0.033
H -6.754 3.887 -0.797
Br 4.784 -7.696 1.082
C 3.710 -6.564 -0.163
C 2.316 -7.257 -0.421
Br 1.268 -6.291 -1.700
H 4.355 -6.553 -1.042
H 3.564 -5.564 0.246
H 1.809 -7.405 0.532
H 2.462 -8.230 -0.890
Br -0.064 2.020 -2.546
C 0.544 0.313 -1.706
C 0.614 0.428 -0.215
Br -0.961 1.228 0.714
H 1.530 0.046 -2.086
H -0.146 -0.472 -2.013
H 1.487 1.008 0.085
H 0.901 -0.525 0.229
```

Values from the calculation:
- Orbital gap: 10.22 eV
- SMILES: BrCCBr.BrCCBr.BrCCBr.BrCCBr.BrCCBr
- E_LUMO: 0.15 eV

Löwdin atomic charge list, values in e, 8 entries: number 1, Br, carries 0.54; number 2, C, carries -0.71; number 3, C, carries -0.66; number 4, Br, carries 0.62; number 5, H, carries 0.04; number 6, H, carries 0.05; number 7, H, carries 0.06; number 8, H, carries 0.06



Version 2
This record from the OMol25 dataset describes a structure of composition C10H20Br10. The level of theory is ωB97M-V/def2-TZVPD.

Geometry as XYZ:
```
40
Properties=species:S:1:pos:R:3
Br 3.129 5.416 -0.173
C 1.640 4.470 -1.014
C 0.709 5.551 -1.690
Br -0.741 4.660 -2.731
H 1.104 3.927 -0.235
H 2.057 3.741 -1.709
H 1.213 6.228 -2.380
H 0.210 6.206 -0.977
Br -1.661 0.774 -1.415
C -3.200 0.360 -2.593
C -3.036 -1.038 -3.202
Br -1.533 -1.141 -4.383
H -3.237 1.186 -3.303
H -4.045 0.471 -1.914
H -3.773 -1.317 -3.955
H -2.827 -1.782 -2.433
Br 1.711 -4.068 -1.106
C 3.132 -3.133 -0.014
C 2.571 -2.344 1.197
Br 1.493 -3.712 2.202
H 3.866 -2.606 -0.623
H 3.700 -3.965 0.403
H 1.876 -1.525 1.012
H 3.325 -1.871 1.826
Br 1.075 -1.224 3.149
C -0.531 -2.291 3.542
C -0.907 -2.933 2.220
Br -2.578 -3.953 2.523
H -1.157 -1.474 3.900
H -0.413 -2.999 4.363
H -0.113 -3.613 1.911
H -1.051 -2.137 1.489
Br 1.149 -0.783 0.111
C -0.214 0.136 1.251
C -0.613 1.394 0.524
Br 0.843 2.708 0.466
H 0.274 0.312 2.210
H -1.042 -0.572 1.293
H -1.587 1.820 0.767
H -0.818 1.121 -0.511
```

Values from the calculation:
- Orbital gap: 8.11 eV
- E_LUMO: 0.03 eV

Löwdin atomic charge list, values in e, 8 entries: number 1, Br, carries 0.61; number 2, C, carries -0.84; number 3, C, carries -0.62; number 4, Br, carries 0.56; number 5, H, carries -0.40; number 6, H, carries 0.05; number 7, H, carries 0.04; number 8, H, carries 0.05



Quick one: most stable of them? version 1



Version 1
This record from the OMol25 dataset describes the molecule C2H6N2O3S. The level of theory is ωB97M-V/def2-TZVPD.

Geometry as XYZ:
```
14
Properties=species:S:1:pos:R:3
C 0.733 0.107 1.589
S 0.199 0.673 0.209
C 0.563 -0.603 -0.979
O 0.719 1.926 -0.213
N -1.580 1.029 -0.313
N -2.502 0.180 -0.034
O -3.648 0.480 -0.162
O -2.135 -0.921 0.264
H 0.878 0.747 2.523
H 0.631 -0.993 1.770
H -0.099 -0.272 -1.853
H 1.675 -0.452 -1.170
H 0.180 -1.600 -0.559
H -1.960 1.983 -0.635
```

Values from the calculation:
- Orbital gap: 10.14 eV
- SMILES: C=[S@](C)(=O)N[N+](=O)[O-]
- E_LUMO: 0.40 eV

Löwdin atomic charge list, values in e, 8 entries: number 1, C, carries -0.23; number 2, S, carries 0.70; number 3, C, carries -0.18; number 4, O, carries -0.35; number 5, N, carries -0.04; number 6, N, carries -0.59; number 7, O, carries 0.08; number 8, O, carries 0.03



Version 2
This record from the OMol25 dataset describes the molecule C2H6N2O3S. The level of theory is ωB97M-V/def2-TZVPD.

Geometry as XYZ:
```
14
Properties=species:S:1:pos:R:3
C 0.310 -1.506 1.197
C -0.377 -0.496 0.265
N 1.198 -2.183 0.647
N -0.157 -0.719 -1.047
O -1.629 2.032 0.218
O 0.187 2.148 -1.413
O 0.460 0.879 0.783
S -0.173 2.235 0.217
H -0.050 -1.346 2.150
H -1.313 -0.113 0.455
H 1.808 -2.785 1.228
H 0.699 -0.777 -1.524
H -0.974 -0.457 -1.565
H 0.012 3.087 -1.610
```

Values from the calculation:
- Orbital gap: 10.03 eV
- E_LUMO: 0.61 eV

Löwdin atomic charge list, values in e, 8 entries: number 1, C, carries -0.17; number 2, C, carries -0.29; number 3, N, carries 0.13; number 4, N, carries 0.11; number 5, O, carries -0.46; number 6, O, carries -0.30; number 7, O, carries -0.39; number 8, S, carries 0.87



Quick one: most stable of them? version 2



Version 1
This record from the OMol25 dataset describes a cluster of 2 separate species, C2H9NS2 in total. The level of theory is ωB97M-V/def2-TZVPD.

Geometry as XYZ:
```
14
Properties=species:S:1:pos:R:3
C -1.891 1.084 0.166
C -0.639 0.264 -0.117
N -0.662 -1.087 0.433
H -2.150 1.030 1.219
H -1.790 2.093 -0.240
H -2.748 0.665 -0.371
H -0.455 0.136 -1.183
H 0.232 0.786 0.295
H -1.024 -1.767 -0.215
H -1.106 -1.152 1.336
S 3.663 -0.045 -1.063
S 2.624 -1.085 0.447
H 3.854 1.038 -0.299
H 2.092 -1.961 -0.409
```

Values from the calculation:
- Orbital gap: 8.67 eV
- SMILES: CCN.SS
- E_LUMO: 0.47 eV

Löwdin atomic charge list, values in e, 8 entries: number 1, C, carries -0.11; number 2, C, carries -0.37; number 3, N, carries -0.04; number 4, H, carries 0.06; number 5, H, carries 0.07; number 6, H, carries 0.07; number 7, H, carries 0.11; number 8, H, carries 0.07



Version 2
This record from the OMol25 dataset describes a cluster of 2 separate species, C2H9NS2 in total. The level of theory is ωB97M-V/def2-TZVPD.

Geometry as XYZ:
```
14
Properties=species:S:1:pos:R:3
N -0.920 0.287 1.141
C -0.115 0.286 -0.080
C -0.054 1.633 -0.811
S 1.070 1.529 -2.235
H -1.839 0.658 0.955
H -0.452 0.803 1.871
H 0.906 -0.001 0.176
H -0.523 -0.451 -0.772
H 0.345 2.389 -0.134
H -1.053 1.908 -1.146
H 0.459 2.439 -3.005
S -0.403 -2.584 2.070
H -0.740 -1.207 1.637
H -0.692 -3.124 0.885
```

Values from the calculation:
- Orbital gap: 9.23 eV
- SMILES: NCCS.S
- E_LUMO: 0.61 eV

Löwdin atomic charge list, values in e, 8 entries: number 1, N, carries -0.05; number 2, C, carries -0.36; number 3, C, carries -0.58; number 4, S, carries 0.70; number 5, H, carries 0.10; number 6, H, carries 0.10; number 7, H, carries 0.11; number 8, H, carries 0.11



Quick one: most stable of them? version 2



Version 1
This record from the OMol25 dataset describes a cluster of 11 separate species, C22H33N11 in total. The level of theory is ωB97M-V/def2-TZVPD.

Geometry as XYZ:
```
66
Properties=species:S:1:pos:R:3
C -2.172 4.038 0.324
C -2.378 3.781 1.766
N -2.546 3.565 2.879
H -1.229 4.586 0.354
H -2.987 4.622 -0.091
H -2.089 3.075 -0.170
C -3.547 -0.981 -5.175
C -2.433 -0.632 -4.305
N -1.557 -0.391 -3.603
H -3.182 -1.098 -6.196
H -4.337 -0.233 -5.174
H -4.007 -1.933 -4.909
C -1.229 -3.781 -0.463
C -2.500 -3.795 -1.180
N -3.458 -3.724 -1.807
H -1.319 -3.964 0.607
H -0.894 -2.742 -0.511
H -0.493 -4.428 -0.929
C -0.741 -1.913 4.013
C 0.233 -2.964 3.747
N 0.975 -3.791 3.423
H -0.432 -1.021 3.467
H -0.744 -1.726 5.086
H -1.690 -2.277 3.621
C 0.584 -3.083 -3.579
C 1.721 -2.720 -4.443
N 2.587 -2.509 -5.162
H -0.370 -2.897 -4.064
H 0.734 -2.460 -2.699
H 0.680 -4.158 -3.437
C 1.850 1.996 3.852
C 2.343 3.044 2.944
N 2.764 3.858 2.250
H 0.765 2.104 3.926
H 2.228 2.153 4.858
H 1.985 1.039 3.352
C 3.095 1.346 -0.315
C 4.183 2.168 -0.811
N 5.091 2.753 -1.211
H 3.275 1.073 0.724
H 3.193 0.391 -0.839
H 2.129 1.793 -0.515
C 3.183 -2.107 1.674
C 2.332 -2.022 0.473
N 1.619 -2.022 -0.434
H 3.588 -3.112 1.788
H 2.551 -1.939 2.543
H 4.005 -1.397 1.609
C -0.721 0.753 -0.723
C -0.617 0.701 0.707
N -0.531 0.774 1.855
H -0.350 -0.107 -1.275
H -0.129 1.613 -1.049
H -1.736 1.027 -1.013
C 0.723 2.196 -4.226
C 1.715 2.316 -5.292
N 2.487 2.375 -6.146
H 1.180 1.786 -3.326
H -0.059 1.499 -4.523
H 0.254 3.150 -3.989
C -2.622 1.129 4.931
C -1.650 0.906 6.025
N -0.911 0.769 6.893
H -2.020 1.093 4.020
H -3.021 2.135 5.002
H -3.347 0.321 4.873
```

Values from the calculation:
- Orbital gap: 11.41 eV
- SMILES: CC#N.CC#N.CC#N.CC#N.CC#N.CC#N.CC#N.CC#N.CC#N.CC#N.CC#N
- E_LUMO: -0.19 eV

Löwdin atomic charge list, values in e, 8 entries: number 1, C, carries -0.04; number 2, C, carries -0.26; number 3, N, carries 0.15; number 4, H, carries 0.09; number 5, H, carries 0.09; number 6, H, carries 0.04; number 7, C, carries -0.05; number 8, C, carries -0.24



Version 2
This record from the OMol25 dataset describes a cluster of 11 separate species, C22H33N11 in total. The level of theory is ωB97M-V/def2-TZVPD.

Geometry as XYZ:
```
66
Properties=species:S:1:pos:R:3
C 1.124 0.340 -0.032
C 0.651 -0.937 -0.597
N 0.263 -1.931 -1.023
H 0.724 0.627 0.934
H 0.870 1.081 -0.788
H 2.208 0.280 0.056
C -0.939 -0.135 -3.599
C -2.200 -0.813 -3.331
N -3.189 -1.364 -3.152
H -0.734 0.616 -2.847
H -0.893 0.150 -4.650
H -0.201 -0.943 -3.574
C -0.058 -1.554 2.902
C 0.291 -0.282 3.520
N 0.569 0.734 3.981
H 0.857 -2.098 2.652
H -0.501 -1.344 1.926
H -0.686 -2.180 3.527
C -1.490 2.926 -1.080
C -2.573 3.135 -2.040
N -3.406 3.302 -2.814
H -0.565 3.282 -1.530
H -1.427 1.850 -0.924
H -1.758 3.430 -0.155
C 0.631 -5.437 -1.440
C 0.050 -5.663 -2.778
N -0.421 -5.859 -3.801
H 1.714 -5.452 -1.466
H 0.178 -6.268 -0.895
H 0.216 -4.489 -1.102
C -4.523 -0.003 -0.411
C -3.181 -0.010 0.158
N -2.096 0.043 0.525
H -5.010 -0.931 -0.106
H -4.451 -0.026 -1.497
H -5.083 0.870 -0.083
C 4.188 -1.904 -0.881
C 5.285 -1.072 -0.370
N 6.139 -0.399 0.002
H 4.346 -2.963 -0.697
H 4.096 -1.694 -1.943
H 3.307 -1.614 -0.312
C -2.607 -3.925 -0.900
C -4.061 -3.913 -1.059
N -5.204 -3.939 -1.152
H -2.379 -4.080 0.158
H -2.061 -3.004 -1.096
H -2.233 -4.747 -1.506
C 2.584 5.667 1.507
C 1.908 4.425 1.115
N 1.381 3.479 0.756
H 3.466 5.391 2.078
H 1.859 6.282 2.033
H 2.838 6.121 0.547
C -2.288 1.936 3.254
C -3.219 2.675 2.410
N -3.881 3.293 1.710
H -2.699 1.135 3.869
H -1.825 2.629 3.956
H -1.510 1.444 2.679
C 4.494 2.017 1.938
C 4.904 2.874 0.841
N 5.171 3.584 -0.022
H 4.111 1.105 1.480
H 3.683 2.517 2.470
H 5.247 1.731 2.666
```

Values from the calculation:
- Orbital gap: 11.32 eV
- SMILES: CC#N.CC#N.CC#N.CC#N.CC#N.CC#N.CC#N.CC#N.CC#N.CC#N.CC#N
- E_LUMO: -0.18 eV

Löwdin atomic charge list, values in e, 8 entries: number 1, C, carries -0.07; number 2, C, carries -0.28; number 3, N, carries 0.18; number 4, H, carries 0.05; number 5, H, carries 0.06; number 6, H, carries 0.06; number 7, C, carries -0.06; number 8, C, carries -0.26



Quick one: most stable of them? version 2